132
Properties=species:S:1:pos:R:3:lowdin_spin:R:1 method="wB97M-V/def2-TZVPD" total_energy_ha=-4282.90558 multiplicity=3 s_squared=2.019 total_charge=+1 orbital_gap_ha="0.1287 / 0.0998"
Mo 0.2546 -0.0570 0.0374 1.723
C 2.6576 2.4736 -4.1051 0.002
C 2.5932 1.3969 -3.0836 0.011
C 3.3447 0.2401 -3.0170 0.008
C 2.8846 -0.4642 -1.8988 0.009
N 1.8918 0.2365 -1.3293 0.007
N 1.7329 1.3735 -2.0477 0.007
B 0.7752 2.5069 -1.6405 0.002
N 1.0519 2.8777 -0.1884 0.001
N 0.9852 1.9670 0.8002 -0.002
C 1.4238 2.5620 1.9263 0.005
C 1.7354 3.8917 1.6306 0.002
C 1.5064 4.0540 0.2814 0.008
C 1.7099 5.2603 -0.5581 0.001
C 1.6358 1.9407 3.2888 0.001
C 0.3068 1.7571 4.0465 0.001
C 2.3150 0.5686 3.1247 0.002
C 2.5128 2.8343 4.1755 0.000
N -0.6907 2.0802 -1.7782 0.004
N -1.2075 0.9552 -1.2267 -0.006
C -2.5152 0.9115 -1.5451 0.007
C -2.8188 2.0519 -2.2986 0.005
C -1.6478 2.7620 -2.4338 0.009
C -1.4415 4.0389 -3.1587 0.001
C -3.6004 -0.1104 -1.2804 0.001
C -4.2099 -0.5160 -2.6359 0.001
C -3.1421 -1.3858 -0.5831 0.006
C -4.6930 0.5477 -0.4207 0.000
C 3.4527 -1.7930 -1.4547 0.001
C 2.9524 -2.2313 -0.0749 0.008
C 4.9891 -1.6987 -1.4104 0.000
C 3.0974 -2.8656 -2.4977 0.001
H 3.3897 2.2095 -4.8627 0.000
H 1.6875 2.6018 -4.5816 0.000
H 2.9441 3.4255 -3.6623 0.000
H 4.1140 -0.0503 -3.7012 0.000
H 0.9675 3.4318 -2.3356 0.000
H 2.0991 4.6293 2.3103 0.000
H 2.0900 6.0729 0.0521 0.000
H 2.4277 5.0642 -1.3516 0.000
H 0.7757 5.5728 -1.0194 0.000
H -0.3497 1.0147 3.6051 0.000
H 0.5148 1.4455 5.0668 0.000
H -0.2390 2.6969 4.0792 0.000
H 0.7166 0.0960 2.2280 0.001
H 4.0476 -0.3356 2.3142 0.000
H 2.2762 0.0422 4.0906 0.000
H 1.9726 3.7308 4.4651 0.000
H 2.7858 2.2940 5.0793 0.000
H 3.4348 3.1063 3.6742 0.000
H -3.7710 2.3172 -2.7082 0.000
H -2.3801 4.3597 -3.6019 0.000
H -1.0932 4.8124 -2.4780 0.000
H -0.7043 3.9166 -3.9486 0.000
H -3.4295 -0.8426 -3.3217 0.000
H -4.8995 -1.3410 -2.4789 0.000
H -4.7597 0.3010 -3.0934 0.000
H -2.7156 -2.0847 -1.2961 0.000
H -2.4201 -1.1701 0.1950 0.003
H -3.9939 -1.8621 -0.1042 0.000
H -5.0873 1.4480 -0.8852 0.000
H -5.5125 -0.1540 -0.2837 0.000
H -4.3007 0.8036 0.5604 0.000
H 3.6797 -2.8985 0.3809 0.001
H 2.8278 -1.3760 0.5834 0.003
H 2.0158 -2.7791 -0.1492 0.001
H 5.3170 -0.9850 -0.6582 0.000
H 5.4105 -2.6699 -1.1550 0.000
H 5.3983 -1.4008 -2.3722 0.000
H 2.0228 -2.9613 -2.6109 0.000
H 3.5237 -2.6211 -3.4679 0.000
H 3.4968 -3.8258 -2.1791 0.000
N 3.8249 1.2878 0.4656 0.000
N 4.1001 1.6843 1.7928 0.000
C 3.8555 0.6629 2.8016 0.001
O 4.5798 0.8193 3.8623 0.007
O 1.6301 -0.2202 2.1595 0.006
H 4.4528 0.5406 0.1535 0.000
H 3.9831 2.0925 -0.1330 0.000
H 5.0398 2.0563 1.9446 0.000
S 0.1534 0.2372 -5.5712 -0.001
C 0.4278 -0.0594 -7.2389 -0.004
C 0.3886 -1.3849 -7.5328 0.000
C 0.1368 -2.1873 -6.4039 -0.004
C -0.0117 -1.4704 -5.2471 0.001
C -0.1923 -1.9639 -3.9005 -0.002
C -0.0521 -1.0669 -2.8461 0.024
N -0.0750 -1.3888 -1.5458 -0.009
C -0.3451 -2.6980 -1.2788 0.010
C -0.5553 -3.6890 -2.2716 -0.002
C -0.8460 -5.0127 -1.8130 0.003
C -0.9232 -5.3095 -0.4927 -0.004
C -0.7387 -4.3125 0.5175 0.005
C -0.8926 -4.5224 1.8818 0.009
C -0.7146 -3.4398 2.7550 0.002
C -0.3560 -2.1990 2.2127 0.024
N -0.2157 -1.9420 0.9123 -0.005
C -0.4223 -3.0028 0.0792 0.001
C -0.9353 -3.5374 4.1735 0.000
C -1.3160 -4.6398 4.9034 0.000
C -1.4626 -4.3750 6.2712 0.000
C -1.1901 -3.0773 6.5844 0.000
S -0.7644 -2.1545 5.2175 0.000
C -0.4584 -3.3120 -3.6071 0.028
H 0.6082 0.7654 -7.9005 0.000
H 0.5399 -1.7758 -8.5217 0.000
H 0.0851 -3.2588 -6.4444 0.000
H 0.1044 -0.0260 -3.0964 0.001
H -1.0041 -5.7807 -2.5544 0.000
H -1.1456 -6.3174 -0.1751 0.000
H -1.1711 -5.4942 2.2515 0.000
H -0.1821 -1.4045 2.9207 0.000
H -1.4754 -5.6120 4.4766 0.000
H -1.7532 -5.1122 6.9955 0.000
H -1.2280 -2.6109 7.5481 0.000
H -0.5871 -4.0370 -4.3932 0.001
O -5.0713 -1.3010 2.7268 0.002
S -3.9426 -0.7929 3.4445 0.001
O -3.6456 -1.3633 4.7239 0.002
N -2.5866 -0.8883 2.4886 0.020
C -2.1656 0.2938 2.1713 0.005
O -1.1340 0.5280 1.4655 0.041
C -2.9260 1.4348 2.7267 -0.001
C -2.6616 2.7821 2.5371 0.000
C -3.4890 3.7001 3.1638 0.000
C -4.5676 3.2732 3.9277 0.000
C -4.8276 1.9165 4.1138 0.000
C -3.9871 1.0116 3.5083 0.000
H -1.8373 3.0978 1.9134 0.000
H -3.2965 4.7582 3.0588 0.000
H -5.2212 4.0070 4.3763 0.000
H -5.6590 1.5899 4.7186 0.000